[1]
68
Properties=species:S:1:pos:R:3:forces:R:3 method="wB97M-V/def2-TZVPD" energy_ha=-3768.21087 smiles="O=C(I)Cc1c(COC(F)(F)F)c(OC(=O)c2ccccc2)c(I)c2nsnc12.O=S1(=O)CCCC1.O=S1(=O)CCCC1"
O 0.520777 -5.310694 3.696006 3.91 -0.12 -4.57
C 1.239928 -5.320833 2.654868 -4.41 0.26 3.01
I 3.427130 -5.253852 2.723066 -1.12 -0.14 -0.13
C 0.433889 -5.361116 1.237079 -0.03 0.41 0.29
C -0.502327 -4.038573 1.133125 -2.62 1.27 -0.68
C -1.980486 -4.104710 0.600195 2.53 0.89 0.94
C -2.601435 -5.519914 0.094438 -0.80 1.73 2.04
O -2.592467 -5.619285 -1.357690 3.24 -1.30 0.14
C -1.338791 -6.034325 -1.862551 -0.29 0.09 -2.48
F -1.550485 -6.325357 -3.257758 0.56 0.71 3.67
F -0.827514 -7.226766 -1.291119 -1.02 3.10 -0.98
F -0.338926 -5.005717 -1.850770 -2.39 -2.88 0.41
C -2.912809 -2.843949 0.486375 4.02 2.42 1.34
O -4.268981 -2.991378 -0.024875 0.75 -0.78 3.24
C -5.101218 -3.299697 1.126063 -0.14 0.27 4.04
O -4.716884 -3.055715 2.306752 -1.46 -0.90 -5.17
C -6.536129 -4.017785 0.957441 -3.10 -2.03 -1.55
C -6.668718 -5.387662 0.174710 -2.85 1.61 1.19
C -8.061537 -6.103206 -0.031901 0.57 3.37 1.85
C -9.373569 -5.478037 0.534071 3.82 1.70 0.56
C -9.250310 -4.146671 1.350998 2.77 -1.95 -1.76
C -7.854179 -3.442071 1.550536 -0.51 -2.27 -1.34
C -2.332632 -1.467313 0.922585 0.34 -3.16 -0.52
I -3.531008 0.334419 0.789909 0.91 -1.50 0.11
C -0.850483 -1.343767 1.456526 1.88 -0.41 0.44
N -0.123879 -0.171624 1.875595 -0.89 -3.18 -0.72
S 1.488647 -0.564844 2.345835 -4.91 -3.55 -2.06
N 1.362176 -2.253006 2.047294 -2.89 -0.12 -0.89
C 0.063678 -2.630271 1.566541 0.08 2.13 0.12
H -0.204327 -6.324632 1.296120 1.02 1.71 -0.04
H 1.142183 -5.469373 0.345148 -0.98 0.40 1.30
H -3.718394 -5.485950 0.402654 1.93 -0.18 -0.78
H -2.154764 -6.416477 0.642642 -0.39 1.29 -1.11
H -5.724749 -5.870048 -0.252076 -1.64 0.77 0.58
H -8.070000 -7.072775 -0.630259 -0.05 1.55 1.00
H -10.388544 -5.994854 0.345857 1.92 1.05 0.43
H -10.229592 -3.717159 1.771467 1.97 -0.50 -0.62
H -7.857879 -2.462861 2.157295 0.20 -1.78 -1.16
O 1.725947 0.693119 -0.574285 0.00 0.17 0.26
S 2.360878 1.874777 -0.037586 0.13 0.17 -0.06
O 2.092991 2.355003 1.301410 -0.19 -0.38 -0.10
C 4.124900 1.714466 -0.249554 0.48 -0.07 -0.10
C 4.392760 2.300459 -1.629349 0.03 -0.02 -0.18
C 3.540768 3.567490 -1.714672 0.10 0.19 -0.02
C 2.143026 3.216265 -1.200490 -0.10 0.44 -0.39
H 4.416649 0.667724 -0.163063 -0.18 0.03 0.11
H 4.609909 2.306334 0.530229 -0.11 -0.04 -0.03
H 5.453604 2.514806 -1.774968 -0.10 -0.01 0.03
H 4.080627 1.592482 -2.404385 0.05 0.01 0.09
H 3.981288 4.345199 -1.082797 -0.03 -0.23 -0.12
H 3.498953 3.958465 -2.733725 0.00 0.02 0.14
H 1.676233 4.061912 -0.693714 -0.09 -0.23 0.04
H 1.497099 2.863165 -2.006503 0.00 -0.09 0.19
O 4.351733 6.796788 -2.779169 0.17 -0.26 0.23
S 4.987031 6.970056 -1.492931 0.25 0.12 0.06
O 5.725585 5.907193 -0.846911 -0.19 -0.02 -0.37
C 6.014583 8.426634 -1.560820 0.24 0.44 -0.05
C 5.083519 9.562964 -1.159258 -0.12 0.13 -0.06
C 4.268342 9.033904 0.022282 0.04 0.18 0.19
C 3.782194 7.631277 -0.347099 -0.43 0.16 0.41
H 6.428539 8.543690 -2.562167 -0.04 -0.20 0.05
H 6.819457 8.301447 -0.832854 -0.08 -0.08 -0.07
H 5.641147 10.464197 -0.895974 -0.05 -0.09 -0.05
H 4.413410 9.809700 -1.989351 0.10 -0.01 0.04
H 4.906663 8.980627 0.910363 -0.06 0.00 -0.09
H 3.429326 9.691407 0.261162 0.08 -0.10 -0.01
H 3.721456 6.982937 0.528106 0.01 -0.09 -0.21
H 2.815995 7.663355 -0.854116 0.15 -0.09 -0.06

[2]
43
Properties=species:S:1:pos:R:3:forces:R:3 method="wB97M-V/def2-TZVPD" energy_ha=-968.21708 smiles=CCO[Si](C)(CNC1CCCCC1)OCC relative_energy_kj_mol=26.9
C -3.181861 0.212357 0.773815 -0.81 0.05 -0.65
C -1.927477 1.016507 0.517527 -0.79 0.00 -0.39
O -0.782211 0.414340 1.069512 -0.27 0.25 0.57
Si 0.617540 1.281757 1.006227 -0.29 0.06 -0.28
C 1.690143 0.650135 2.398481 -0.28 0.23 -0.79
C 1.338238 0.947601 -0.670250 0.12 -0.49 0.42
N 1.875038 -0.412482 -0.747771 0.25 -2.19 0.01
C 1.022644 -1.669519 -0.900373 0.01 0.73 -0.64
C -0.094018 -1.558001 -1.964826 -0.63 0.66 0.07
C -0.566968 -2.992793 -2.351048 0.29 0.31 -0.55
C -0.368948 -4.005439 -1.207967 1.18 0.34 0.41
C -0.608732 -3.354816 0.196883 0.09 -0.28 -0.73
C 0.397434 -2.195388 0.421686 0.25 0.08 -0.83
O 0.230204 2.893660 1.062665 -0.03 -0.49 0.29
C 0.919601 3.790995 0.210423 -0.42 1.13 0.46
C 0.619690 5.220538 0.743889 0.49 -1.00 -0.71
H -4.077397 0.690872 0.279200 0.95 -0.33 0.61
H -3.122318 -0.795076 0.379060 0.21 -0.23 -0.31
H -3.368336 0.083566 1.827737 -0.13 0.23 0.46
H -2.030771 1.975309 0.993762 -0.27 0.65 -0.10
H -1.825699 1.160786 -0.571833 0.17 0.05 0.20
H 2.366995 1.425853 2.740539 0.06 0.06 0.26
H 2.284364 -0.171876 1.988907 -0.10 -0.06 0.42
H 1.016065 0.309253 3.183383 0.28 -0.08 0.16
H 0.645138 1.104222 -1.494838 -0.15 0.10 0.00
H 2.163846 1.638034 -0.819580 0.28 0.04 -0.39
H 2.498855 -0.622596 0.042470 -0.30 0.38 -0.62
H 1.714588 -2.441926 -1.295181 -0.05 0.52 0.29
H 0.184771 -0.936215 -2.871544 -0.09 -0.85 1.01
H -0.964290 -1.037505 -1.496575 0.54 -0.12 -0.25
H 0.015847 -3.304145 -3.229107 0.03 -0.13 0.23
H -1.606942 -3.003344 -2.727280 0.29 0.22 0.45
H -0.986385 -4.871296 -1.391473 -0.34 -0.28 0.15
H 0.697331 -4.390625 -1.249418 -1.11 0.40 0.16
H -1.658416 -2.989237 0.258794 0.62 -0.11 -0.08
H -0.499615 -4.116360 0.978041 -0.05 0.14 -0.13
H 1.236686 -2.442802 1.064516 0.07 -0.50 0.27
H -0.101084 -1.360418 0.876941 -0.20 -0.06 0.20
H 0.580358 3.691173 -0.825542 -0.07 -0.05 0.03
H 1.981099 3.546642 0.233488 0.24 0.37 -0.05
H -0.471447 5.353670 0.742789 0.40 0.05 0.30
H 1.076959 5.292176 1.734367 -0.42 0.20 -0.02
H 1.069483 5.972417 0.089507 -0.04 -0.03 0.07